126
Properties=species:S:1:pos:R:3:forces:R:3:mulliken_charge:R:1 method="wB97M-V/def2-TZVPD" de_lowest_kcal_mol=0.0 orbital_gap_ev=9.86 total_energy_ev=-66174.9962 homo_ha=-0.3481
C 14.3214 -0.2779 -33.0800 0.14 -0.51 0.03 -1.154
C 13.8423 -1.4998 -32.3338 0.25 -0.15 0.21 0.486
O 14.5320 -2.4945 -32.2163 -0.21 0.33 -0.01 -0.623
C 12.4551 -1.4317 -31.7496 -0.18 -0.37 0.15 0.722
H 14.0708 0.6346 -32.5468 -0.16 0.12 -0.13 0.194
H 13.8094 -0.2870 -34.0451 -0.02 0.28 0.01 0.412
H 15.3932 -0.3599 -33.2459 0.01 0.03 -0.04 0.304
H 12.2530 -2.3290 -31.1651 0.08 0.00 -0.01 -0.473
H 11.7131 -1.3712 -32.5509 0.04 0.20 0.00 0.423
H 12.3344 -0.5640 -31.0987 0.00 0.11 -0.14 -0.414
C 7.8812 -1.0064 -33.4200 -0.44 0.17 -0.31 -1.176
C 8.6167 0.1495 -32.7913 -0.24 -0.16 0.08 0.827
O 9.2862 0.9023 -33.4654 0.23 0.05 -0.19 -0.683
C 8.4897 0.3169 -31.3134 0.17 0.12 0.24 0.175
H 8.5101 -1.8948 -33.3507 -0.11 -0.09 0.06 0.184
H 7.6505 -0.8120 -34.4676 0.35 0.06 -0.02 0.371
H 6.9188 -1.1737 -32.9325 0.21 -0.21 0.24 0.362
H 9.0563 -0.4370 -30.7562 -0.02 -0.14 -0.20 -0.545
H 7.4533 0.2221 -30.9870 -0.02 0.09 -0.01 0.509
H 8.9029 1.2798 -31.0285 -0.12 0.07 0.07 -0.170
C 4.3821 -4.0629 -27.9563 -0.08 0.18 -0.25 -1.492
C 5.6066 -3.2572 -27.6165 0.21 -0.01 -0.13 0.556
O 6.0229 -3.2189 -26.4848 0.02 -0.02 0.59 -0.416
C 6.3795 -2.5656 -28.7093 0.02 -0.15 0.05 0.127
H 4.7202 -5.0708 -28.2119 -0.09 0.01 -0.06 0.334
H 3.8501 -3.6407 -28.8093 0.02 -0.11 -0.05 0.368
H 3.7134 -4.1218 -27.1026 0.06 -0.03 0.09 0.373
H 7.2510 -2.1073 -28.2545 0.05 0.14 -0.11 -0.690
H 5.7771 -1.8098 -29.2139 -0.03 -0.06 -0.08 0.434
H 6.7305 -3.2976 -29.4397 -0.18 0.01 -0.08 0.495
C 9.4485 -0.5703 -26.6359 -0.64 -0.20 -0.43 1.203
C 10.1245 0.0840 -27.8075 0.45 0.59 1.32 0.166
O 9.5384 0.8758 -28.5067 -0.32 0.31 -0.67 -0.703
C 11.6009 -0.1387 -27.9095 -0.09 0.18 -0.26 2.697
H 8.7386 0.1224 -26.1814 0.15 0.11 0.02 0.408
H 10.1595 -0.9253 -25.9003 -0.04 -0.17 0.01 -0.879
H 8.8230 -1.3839 -27.0194 0.24 -0.18 0.15 -1.133
H 11.7575 -1.1858 -28.1800 0.34 0.13 -0.13 -0.892
H 12.0927 0.0386 -26.9515 -0.23 -0.20 0.08 -0.141
H 12.0271 0.5837 -28.6007 0.02 -0.31 -0.37 -0.950
C 17.2967 -0.6250 -29.2909 -0.29 -0.11 -0.35 -1.345
C 16.3459 0.2886 -28.5550 -0.20 -0.77 0.54 0.671
O 16.6277 0.7698 -27.4793 0.20 0.24 -0.26 -0.599
C 14.9586 0.4252 -29.1276 0.11 0.11 -0.55 0.450
H 17.6970 -0.1400 -30.1856 0.03 0.08 0.11 0.361
H 16.7335 -1.4893 -29.6606 0.07 0.04 0.05 0.302
H 18.1033 -0.9612 -28.6487 0.09 0.13 0.06 0.353
H 14.4555 1.2723 -28.6700 -0.09 0.01 -0.05 -0.401
H 14.3634 -0.4795 -28.9697 0.20 -0.08 0.34 -0.088
H 15.0172 0.5064 -30.2175 -0.05 0.28 0.03 0.365
C 6.7273 -0.4563 -22.3566 0.35 -0.32 0.25 -1.382
C 7.5195 -1.4167 -23.2188 -0.05 0.22 0.07 0.769
O 8.5674 -1.0555 -23.7140 0.06 -0.09 -0.05 -0.464
C 6.9794 -2.7944 -23.3972 -0.27 -0.23 0.23 -0.928
H 6.6273 0.4886 -22.8843 -0.13 0.06 0.03 0.330
H 7.3192 -0.2884 -21.4514 0.00 0.13 -0.09 0.353
H 5.7709 -0.8614 -22.0367 -0.12 0.09 -0.19 0.381
H 5.9078 -2.7478 -23.5983 0.05 -0.02 -0.15 0.452
H 7.0763 -3.3295 -22.4451 0.09 0.07 -0.02 0.351
H 7.4910 -3.3522 -24.1713 0.09 0.06 -0.09 -0.010
C 5.0933 0.0232 -26.7415 0.44 -0.46 0.50 -0.210
O 5.1757 1.4214 -26.6909 0.04 0.16 -0.14 -0.545
H 4.6061 -0.3462 -27.6510 -0.07 0.00 0.03 0.263
H 6.0765 -0.4597 -26.6407 0.01 0.12 -0.29 -0.101
H 4.5554 -0.3354 -25.8607 -0.32 0.15 -0.15 0.316
H 5.8158 1.7046 -27.3671 -0.02 0.08 0.12 0.425
C 10.8884 1.5133 -23.9126 0.25 -0.21 0.36 -0.244
O 11.1060 0.1109 -23.8112 0.02 -0.03 0.08 -0.479
H 11.6637 1.9129 -24.5668 -0.22 0.05 -0.19 -0.253
H 9.8896 1.7331 -24.2873 0.05 0.08 -0.17 0.282
H 11.0172 1.9935 -22.9360 -0.12 -0.04 -0.02 0.302
H 10.2550 -0.3473 -23.7030 0.07 0.12 0.04 0.444
C 11.6976 2.5053 -31.4247 -0.55 -0.03 -0.32 -0.560
O 11.8185 2.0881 -32.7840 -0.20 0.01 0.55 -0.554
H 11.9823 1.7161 -30.7189 0.30 0.11 -0.03 0.166
H 12.2792 3.4168 -31.2892 0.21 -0.16 0.12 0.311
H 10.6584 2.7517 -31.1681 0.10 0.05 -0.12 0.254
H 10.9617 1.6949 -33.0204 0.13 0.04 -0.16 0.427
C 9.1518 -5.2279 -26.7247 0.33 0.13 0.21 -0.109
O 10.1464 -5.7404 -25.8184 -0.42 0.12 -0.55 -0.610
H 8.1909 -5.7265 -26.5830 0.02 -0.02 -0.04 0.385
H 9.0380 -4.1657 -26.5116 -0.07 -0.01 0.07 -0.242
H 9.4882 -5.3114 -27.7579 -0.04 -0.05 -0.07 0.260
H 10.4888 -6.5520 -26.2016 0.06 -0.04 0.21 0.283
C 6.8368 3.7085 -29.1414 0.17 0.09 0.45 -0.763
O 7.0407 2.3951 -28.6197 -0.06 0.34 -0.39 -0.396
H 5.7671 3.9000 -29.1863 -0.03 -0.15 -0.09 0.270
H 7.2673 4.4641 -28.4710 0.01 -0.08 -0.11 0.306
H 7.2760 3.8364 -30.1334 -0.07 -0.11 -0.03 0.264
H 7.9748 2.1605 -28.7161 -0.03 -0.31 0.21 0.347
C 14.3903 0.1865 -25.2462 -0.30 0.33 -0.10 -0.120
O 13.3252 -0.7601 -25.2118 0.28 -0.14 0.17 -0.520
H 15.0603 -0.0685 -26.0647 -0.02 -0.12 0.18 -0.111
H 14.0065 1.1882 -25.4740 0.05 -0.04 0.06 -0.094
H 14.9392 0.2168 -24.3036 0.05 -0.07 -0.01 0.404
H 12.6574 -0.5173 -24.5426 -0.08 0.00 -0.16 0.203
C 11.5244 -3.3179 -23.9693 0.14 0.11 0.11 0.230
O 10.6205 -4.2736 -23.4491 -0.26 0.21 -0.16 -0.606
H 11.8693 -2.6820 -23.1527 -0.04 -0.07 0.04 0.345
H 12.4048 -3.7932 -24.4176 -0.06 0.03 -0.08 0.194
H 11.0499 -2.6649 -24.7088 0.04 -0.05 -0.06 -0.466
H 10.1704 -4.6590 -24.2158 0.29 -0.27 0.29 0.272
C 9.1742 -3.3082 -30.7028 0.69 0.00 -0.58 -1.124
O 9.6602 -2.3843 -29.7542 0.15 -0.18 0.25 1.386
H 8.2591 -2.8997 -31.1281 -0.11 -0.11 0.09 0.240
H 9.8916 -3.4323 -31.5334 -0.14 0.11 0.07 0.322
H 9.0051 -4.3275 -30.3302 -0.18 0.22 0.33 0.239
H 10.5333 -2.7058 -29.4332 -0.45 -0.13 -0.17 -0.283
C 13.0914 4.0032 -26.3142 -0.04 -0.12 0.15 -0.728
O 13.0218 2.9892 -27.3199 0.08 0.50 0.13 -0.227
H 12.4160 4.8391 -26.5219 0.07 -0.03 -0.09 0.307
H 12.7779 3.5655 -25.3677 0.03 -0.08 -0.07 0.164
H 14.1128 4.3729 -26.1875 -0.05 0.02 -0.04 0.335
H 13.3573 3.4127 -28.1174 -0.08 -0.25 -0.11 0.186
C 14.8200 -3.4584 -26.8374 0.24 0.11 -0.55 -0.987
O 13.6673 -2.6739 -27.0751 -0.12 0.30 0.16 -0.021
H 15.5978 -2.8551 -26.3655 -0.04 -0.20 0.33 0.346
H 14.5770 -4.3631 -26.2785 0.15 0.07 0.26 0.263
H 15.2359 -3.7608 -27.8036 -0.15 -0.06 0.01 0.278
H 13.5500 -2.0301 -26.3364 -0.21 -0.24 -0.17 0.067
C 12.5538 -4.8878 -29.2717 -0.31 0.42 -0.22 -1.016
O 11.8878 -3.6874 -28.8661 0.22 -0.27 0.41 -0.078
H 13.4336 -4.6483 -29.8747 0.10 -0.09 0.13 0.232
H 12.8184 -5.4938 -28.4044 0.10 -0.02 -0.02 0.249
H 11.8685 -5.4556 -29.9032 -0.02 0.00 0.07 0.361
H 12.3753 -3.3340 -28.0855 0.02 0.00 -0.36 0.004